1.
Computed, not measured: a 3-piece molecular cluster, C22H41BN3O9 overall, with wB97M-V/def2-TZVPD.

Atoms and positions in Å:
C (3.28556, 1.66514, 2.38679)
C (2.99252, 1.34082, 0.93305)
C (1.43073, 0.88609, 0.54371)
N (0.40351, 1.76295, 0.17201)
B (0.92333, 3.21242, 0.12227)
O (1.13404, 3.99272, 1.36471)
O (1.13923, 3.75198, -1.26336)
C (2.45679, 4.39619, -1.37776)
C (-1.01964, 1.24463, -0.12439)
O (-1.76401, 1.90201, 1.00089)
C (-1.62204, 1.53114, -1.62252)
C (-3.25609, 1.62622, -1.70981)
C (-3.90627, 3.01534, -1.13150)
C (-2.89254, 4.30349, -1.10929)
O (-2.73066, 4.94707, -2.45462)
C (-1.33831, 5.43134, -2.45730)
O (-0.83716, 6.41304, -1.70303)
C (-0.84824, -0.29386, 0.41957)
C (-1.88232, -1.46702, -0.07179)
C (-2.62485, -2.13382, 1.27046)
C (0.77137, -0.61775, 0.50799)
C (1.26098, -1.75979, 1.57739)
N (2.75783, -1.98890, 1.58972)
C (1.12873, -1.15633, -1.03286)
O (2.35317, -0.55603, -1.58901)
N (2.25516, -0.60899, -2.94999)
O (2.96946, 0.33872, -3.32126)
H (2.59704, 2.46610, 2.93388)
H (4.15454, 1.18191, 3.00538)
H (3.83724, 1.45191, 0.10877)
H (2.03581, 4.43054, 1.38700)
H (2.41088, 5.52966, -1.04296)
H (3.23754, 3.79300, -0.73996)
H (2.72833, 4.42668, -2.53963)
H (-2.67796, 1.47220, 1.03444)
H (-1.05084, 2.45187, -2.09293)
H (-1.30504, 0.59355, -2.28998)
H (-3.80233, 0.73816, -1.12859)
H (-3.55499, 1.45690, -2.85317)
H (-4.36572, 2.82845, -0.06705)
H (-4.80977, 3.31258, -1.85160)
H (-3.43250, 5.13775, -0.44772)
H (-1.85681, 4.11444, -0.59482)
H (-0.59214, 4.86606, -3.19765)
H (-1.12168, -0.19009, 1.57593)
H (-2.70254, -1.12010, -0.83186)
H (-1.33289, -2.39174, -0.58970)
H (-3.48092, -2.90291, 0.95370)
H (-3.10749, -1.25408, 1.87852)
H (-1.77936, -2.70505, 1.89027)
H (0.75356, -2.80590, 1.30668)
H (0.91925, -1.53172, 2.69343)
H (3.19307, -1.68442, 2.49128)
H (3.21588, -1.49087, 0.78909)
H (1.29918, -2.33686, -0.99007)
H (0.24578, -0.91718, -1.79021)
C (4.26565, -4.44572, 5.54008)
C (3.19552, -3.39699, 5.39507)
O (3.40706, -2.34832, 4.78826)
C (1.85637, -3.68105, 6.02134)
H (5.17790, -4.10491, 5.03891)
H (4.48712, -4.60672, 6.59808)
H (3.93771, -5.37807, 5.07351)
H (1.97052, -3.80798, 7.10084)
H (1.42121, -4.57936, 5.57625)
H (1.18324, -2.83709, 5.83693)
C (-3.26261, -3.97181, -4.36347)
C (-2.36393, -2.89481, -3.81714)
O (-2.47270, -2.49963, -2.65754)
C (-1.32688, -2.31996, -4.74467)
H (-3.96098, -4.29210, -3.58295)
H (-3.83661, -3.58348, -5.20850)
H (-2.66484, -4.83292, -4.67278)
H (-1.81468, -1.85801, -5.60672)
H (-0.64298, -3.10752, -5.07098)
H (-0.75150, -1.55326, -4.21506)

Orbital gap, eV: 7.57
Charge: +1
E_LUMO, eV: -4.31



2.
Computed, not measured: C10H14BClN6O4Sn as an isolated structure, with wB97M-V/def2-TZVPD.

Atoms and positions in Å:
H (1.56927, -2.49730, -1.31955)
N (-0.01659, -1.10398, -1.61545)
B (-2.17692, 0.04273, -2.36649)
N (-1.01970, -0.99648, -2.55548)
C (-0.88533, -1.98269, -3.46243)
Sn (0.30013, 0.32252, 0.11162)
H (-1.59331, -2.06496, -4.26941)
C (0.21537, -2.75128, -3.10083)
H (0.58601, -3.61719, -3.61379)
C (0.73491, -2.17861, -1.93202)
H (-3.05101, -0.11570, -3.16001)
C (-0.10032, 1.76718, 1.65698)
H (0.80261, 1.83243, 2.27420)
H (-0.92187, 1.32906, 2.24072)
H (-0.40282, 2.74662, 1.26202)
N (-1.54261, 1.46447, -2.46297)
N (-2.68707, -0.19831, -0.90716)
N (-0.54126, 1.77877, -1.57672)
N (-1.78676, -0.29860, 0.14003)
C (-1.72715, 2.50246, -3.29989)
C (-3.92288, -0.45318, -0.44408)
H (-2.48521, 2.44576, -4.06047)
H (-4.77141, -0.42204, -1.11937)
C (-0.82047, 3.49911, -2.96497)
C (-3.83425, -0.73292, 0.91587)
C (-0.08861, 3.00622, -1.87109)
C (-2.47903, -0.63071, 1.25257)
H (-0.70459, 4.45548, -3.43226)
H (-4.63688, -0.95911, 1.58697)
H (0.71508, 3.47698, -1.32270)
H (-1.99029, -0.75866, 2.21007)
H (1.80385, 0.95652, -0.51033)
O (2.93390, -2.23661, 1.96185)
Cl (2.02709, -1.19628, 2.33191)
O (1.63245, -1.26045, 3.70511)
O (2.54373, 0.11866, 1.98478)
O (0.71296, -1.37013, 1.45340)

Orbital gap (alpha / beta), eV: 3.90 / 3.51
Charge: +2
E_LUMO (alpha / beta), eV: -12.06 / -12.23
Energy relative to the best compared isomer or geometry (same formula, charge and spin), kJ/mol: 216.4



3.
Computed, not measured: an isolated ion of composition C4H8O2P and charge -1, with wB97M-V/def2-TZVPD.

Atoms and positions in Å:
C (-2.02147, 0.93777, 0.28070)
C (-0.62862, 0.35694, 0.42477)
P (-0.30770, -0.63624, -1.45489)
C (1.48436, -1.16613, -1.58457)
C (-1.11978, -2.24288, -0.65340)
O (-0.49789, -2.71135, 0.25339)
O (-2.15558, -2.41686, -1.24793)
H (-2.22164, 1.82699, 0.84528)
H (-2.32449, 1.23633, -0.77516)
H (-2.77714, 0.20976, 0.51367)
H (-0.77405, -0.56256, 1.14305)
H (0.16825, 1.01433, 0.54520)
H (1.62991, -2.22076, -1.77882)
H (1.90037, -1.02925, -0.56204)
H (2.05006, -0.50096, -2.29950)

Orbital gap, eV: 7.32
Charge: -1
E_LUMO, eV: 4.20
Energy relative to the best compared isomer or geometry (same formula, charge and spin), kJ/mol: 188.3



4.
Computed, not measured: a 9-piece molecular cluster, C39H80NO9S overall, with wB97M-V/def2-TZVPD.

Atoms and positions in Å:
C (8.72655, 2.35135, 3.05075)
C (7.34808, 3.04050, 3.60795)
N (6.64151, 3.95365, 2.63416)
C (5.89383, 3.20827, 1.55220)
C (4.33811, 3.79083, 1.36237)
S (3.10100, 2.80102, 2.37286)
C (2.18740, 3.88770, 3.61289)
C (7.52526, 5.05496, 2.09798)
C (7.24604, 6.58872, 2.70407)
O (8.47106, 4.94445, 1.16296)
H (8.80195, 2.43498, 1.88581)
H (8.75267, 1.21178, 3.33707)
H (9.67505, 2.88981, 3.50557)
H (6.66339, 2.15623, 4.01310)
H (7.64889, 3.66539, 4.57044)
H (6.42239, 3.43663, 0.50829)
H (5.87535, 2.04383, 1.66718)
H (4.26325, 4.94984, 1.50607)
H (4.08226, 3.58924, 0.21404)
H (2.12120, 2.34657, 1.43886)
H (1.09370, 4.12303, 3.26255)
H (2.21649, 3.31262, 4.63899)
H (2.77211, 4.89360, 3.75131)
H (6.13715, 6.84557, 2.34529)
H (7.37949, 6.64240, 3.86660)
H (7.97343, 7.31846, 2.11752)
C (-3.34796, 3.76895, 1.55006)
C (-3.01650, 2.30354, 1.43417)
C (-1.71138, 2.21282, 2.19448)
O (-1.75020, 3.22486, 3.21006)
C (-2.85916, 4.09483, 2.94439)
H (-4.40818, 3.99243, 1.40696)
H (-2.77383, 4.33900, 0.80995)
H (-3.78576, 1.70827, 1.94011)
H (-2.93482, 1.95124, 0.40280)
H (-0.85659, 2.42517, 1.54362)
H (-1.56287, 1.23273, 2.65690)
H (-3.63163, 3.88940, 3.69347)
H (-2.54308, 5.13671, 3.04572)
C (2.84424, -0.33958, 6.84554)
C (3.03606, 0.94606, 7.60783)
C (4.41934, 1.37244, 7.16694)
O (4.59981, 0.88245, 5.83110)
C (3.54029, -0.03828, 5.53634)
H (1.79632, -0.62166, 6.71610)
H (3.35891, -1.15807, 7.36278)
H (2.29528, 1.68516, 7.28063)
H (2.94984, 0.83205, 8.69138)
H (5.19382, 0.92093, 7.79597)
H (4.54762, 2.45863, 7.18114)
H (2.86081, 0.44986, 4.82919)
H (3.95135, -0.93440, 5.06339)
C (-3.71369, -1.79832, -2.55989)
C (-3.07226, -2.60413, -1.45990)
C (-2.55107, -1.52332, -0.53803)
O (-3.43715, -0.40296, -0.66755)
C (-4.29159, -0.62592, -1.79780)
H (-4.46682, -2.35069, -3.12749)
H (-2.94550, -1.44746, -3.25925)
H (-3.83449, -3.19976, -0.94385)
H (-2.28861, -3.28079, -1.80995)
H (-1.55031, -1.19420, -0.83724)
H (-2.51472, -1.84510, 0.50676)
H (-5.29369, -0.85447, -1.41888)
H (-4.34640, 0.28274, -2.40361)
C (1.52056, -4.05147, 2.15881)
C (2.25991, -2.77671, 1.84403)
C (1.77066, -2.46344, 0.44684)
O (0.43625, -2.97981, 0.34765)
C (0.18653, -3.81867, 1.48395)
H (1.42750, -4.25281, 3.22898)
H (2.03198, -4.90196, 1.69249)
H (1.94648, -1.98586, 2.53570)
H (3.34699, -2.87241, 1.90399)
H (2.38099, -2.96704, -0.31028)
H (1.76689, -1.39037, 0.23477)
H (-0.50531, -3.28671, 2.14608)
H (-0.28745, -4.74883, 1.15862)
C (-5.53535, 0.20156, -7.26233)
C (-5.20389, -1.26385, -7.37822)
C (-3.89877, -1.35456, -6.61791)
O (-3.93758, -0.34252, -5.60233)
C (-5.04655, 0.52744, -5.86800)
H (-6.59556, 0.42504, -7.40543)
H (-4.96122, 0.77161, -8.00244)
H (-5.97315, -1.85912, -6.87228)
H (-5.12221, -1.61615, -8.40959)
H (-3.04398, -1.14222, -7.26877)
H (-3.75026, -2.33465, -6.15549)
H (-5.81902, 0.32201, -5.11892)
H (-4.73047, 1.56932, -5.76667)
C (2.14286, 9.33961, 2.63193)
C (3.37960, 9.74484, 3.39153)
C (3.45988, 8.67597, 4.45958)
O (2.88889, 7.48507, 3.90024)
C (2.22442, 7.82944, 2.67668)
H (2.10345, 9.73436, 1.61356)
H (1.24945, 9.68173, 3.16776)
H (4.25516, 9.68296, 2.73452)
H (3.33153, 10.75627, 3.80288)
H (2.86830, 8.94855, 5.33998)
H (4.48747, 8.47737, 4.77749)
H (2.82675, 7.44017, 1.84861)
H (1.23989, 7.35465, 2.64540)
C (-3.20108, -7.08714, -3.65263)
C (-2.55965, -7.89295, -2.55264)
C (-2.03846, -6.81214, -1.63078)
O (-2.92454, -5.69178, -1.76029)
C (-3.77897, -5.91474, -2.89054)
H (-3.95421, -7.63951, -4.22023)
H (-2.43288, -6.73627, -4.35199)
H (-3.32188, -8.48858, -2.03659)
H (-1.77600, -8.56961, -2.90269)
H (-1.03770, -6.48302, -1.92999)
H (-2.00211, -7.13392, -0.58598)
H (-4.78108, -6.14329, -2.51162)
H (-3.83379, -5.00607, -3.49636)
C (-6.23722, -7.35507, -8.26956)
C (-5.90576, -8.82048, -8.38545)
C (-4.60064, -8.91120, -7.62514)
O (-4.63946, -7.89916, -6.60956)
C (-5.74842, -7.02919, -6.87523)
H (-7.29744, -7.13159, -8.41266)
H (-5.66309, -6.78503, -9.00967)
H (-6.67502, -9.41575, -7.87950)
H (-5.82408, -9.17279, -9.41682)
H (-3.74586, -8.69886, -8.27600)
H (-4.45213, -9.89129, -7.16272)
H (-6.52089, -7.23463, -6.12615)
H (-5.43234, -5.98731, -6.77390)

Orbital gap, eV: 7.43
Charge: +1
E_LUMO, eV: -3.10



5.
Computed, not measured: C4H4Cl2OS as an isolated structure, with wB97M-V/def2-TZVPD.

Atoms and positions in Å:
C (0.01145, -1.38987, -0.83167)
C (0.43711, -0.39465, 0.26917)
C (0.22167, 1.09547, -0.00892)
C (-0.55451, 1.08975, 1.27118)
H (0.15601, -2.47243, -0.54526)
H (1.48896, -0.64944, 0.51216)
H (-0.42384, 1.32872, -0.83033)
H (1.12044, 1.76743, 0.00273)
O (-0.40587, -0.30350, 1.42868)
S (-1.44980, 2.10859, 2.11797)
Cl (-1.72520, -1.11038, -1.18141)
Cl (1.12358, -1.06969, -2.20430)

Orbital gap, eV: 9.44
E_LUMO, eV: 0.21
Energy relative to the best compared isomer or geometry (same formula, charge and spin), kJ/mol: 83.2



The following total energy values (in eV) correspond, in order, to the records above: -47034.3185, -46729.6414, -17661.6191, -72478.7320, -42139.3780.
The following strongest force on any atom values (in Eh/bohr) correspond, in order, to the records above: 0.170, 0.076, 0.095, 0.158, 0.032.